Record 1
A structure of composition C5H12GaINO2S at a distorted geometry. Source: the OMol25 dataset; level of theory: the ωB97M-V functional and the def2-TZVPD basis.

For the HOMO-LUMO gap, the calculation gives 8.157 eV. Its net charge is -1.

Each line ends with the natural charge from an NBO analysis.
CARTESIAN COORDINATES (ANGSTROEM)
C  2.4306  -0.8924  0.4806  -0.641
C  2.4026  0.2253  -0.7190  -0.407
C  0.9407  0.9175  -0.9911  -0.427
C  0.1999  1.5227  0.3414  -0.423
C  -1.4615  1.4283  0.2134  -0.950
Ga  -2.1713  -0.5211  0.4369  1.280
S  -4.4394  -0.6015  1.0023  -0.680
I  -0.8244  -1.8585  2.2719  -0.478
O  -2.0621  -1.3262  -1.3144  -0.699
N  -1.7567  -2.6279  -1.0589  0.356
O  -0.7025  -2.7981  -1.6952  -0.375
H  1.8962  -1.9111  0.2164  0.234
H  2.0333  -0.5224  1.5177  0.223
H  3.5796  -1.1642  0.6515  0.189
H  3.2885  1.0119  -0.5732  0.190
H  2.6852  -0.3540  -1.7238  0.200
H  0.2170  0.2089  -1.5860  0.237
H  1.1367  1.8493  -1.7111  0.192
H  0.4826  1.0006  1.3497  0.213
H  0.5290  2.6654  0.4424  0.181
H  -2.0047  2.1216  1.0015  0.220
H  -1.7588  1.7683  -0.8667  0.213
H  -4.6404  -0.1422  2.3137  0.151



Record 2
The molecule C5H6O2. Source: the OMol25 dataset; level of theory: the ωB97M-V functional and the def2-TZVPD basis.

For the HOMO-LUMO gap, the calculation gives 8.702 eV. Its net charge is 0.

Each line ends with the natural charge from an NBO analysis.
CARTESIAN COORDINATES (ANGSTROEM)
O  1.7435  1.1738  -1.1188  -0.720
C  1.6884  -0.0373  -0.3770  -0.154
C  0.4691  -0.4801  0.3691  -0.227
C  -0.5881  0.3949  0.7293  0.293
C  -1.7817  -0.5406  0.9572  -0.394
C  -1.0685  -0.4810  -0.3458  0.031
O  -1.1285  1.1925  -0.2359  -0.483
H  1.6238  1.9101  -0.5068  0.464
H  2.4633  -0.0472  0.4097  0.195
H  1.9865  -0.8188  -1.0832  0.198
H  -2.7579  -0.0703  1.0183  0.237
H  -1.5890  -1.4168  1.5676  0.247
H  -1.0610  -0.7792  -1.3837  0.314



Record 3
A structure of composition C5H7N at a distorted geometry. Source: the OMol25 dataset; level of theory: the ωB97M-V functional and the def2-TZVPD basis.

For the HOMO-LUMO gap, the calculation gives 10.001 eV. Its net charge is 0.

Each line ends with the natural charge from an NBO analysis.
CARTESIAN COORDINATES (ANGSTROEM)
C  -1.3792  -0.8953  0.0892  -0.299
C  -0.2303  -1.5119  -0.0579  -0.005
C  -0.7787  0.3289  -0.3958  0.176
C  -1.0980  1.5932  -0.1119  -0.427
C  1.6679  -0.0503  -0.0329  -0.433
N  0.4347  -0.3503  -0.7434  -0.429
H  -2.3683  -1.2043  0.4839  0.223
H  0.1362  -2.4921  0.2359  0.211
H  -0.5210  2.3851  -0.3490  0.193
H  -1.9557  1.8957  0.3344  0.200
H  2.1574  0.7629  -0.6972  0.204
H  1.5530  0.3283  1.0761  0.175
H  2.3820  -0.7898  0.1684  0.211



| no. | HOMO (eV) | M (g mol⁻¹) |
| --- | --- | --- |
| 1 | -5.27 | 346.8 |
| 2 | -8.34 | 98.1 |
| 3 | -8.87 | 81.1 |